The following is a DFT calculation (wB97M-V/def2-TZVPD) of one molecule with the formula C22H30N2O3.

For the orbital gap, the calculation gives 8.728 eV. Its SMILES is CCOC(=O)c1cc(-c2ccc(C)cc2)n(CCC(=O)N[C@@H](C)CC)c1C. Its total energy is -1191.61938 Ha. Its spin multiplicity is 1. As for the LUMO energy: 0.68 eV. The value obtained for the maximum force is 0.683 eV/A.

Geometry (Å):
C (-5.730839, -2.016139, -0.335816)
C (-4.603433, -2.443938, 0.585603)
O (-3.365012, -2.085441, -0.021524)
C (-2.271126, -2.176020, 0.763668)
O (-2.330407, -2.549014, 1.913592)
C (-1.039308, -1.760729, 0.106272)
C (0.212204, -1.780208, 0.776597)
C (1.154509, -1.311756, -0.095952)
C (2.590138, -1.151528, 0.128892)
C (3.036915, -0.447173, 1.245409)
C (4.387507, -0.296793, 1.490846)
C (5.334157, -0.846084, 0.634184)
C (6.798025, -0.656723, 0.887648)
C (4.887912, -1.565656, -0.467325)
C (3.538080, -1.722025, -0.717013)
N (0.519426, -1.002394, -1.281630)
C (1.136058, -0.267936, -2.356316)
C (1.415750, 1.185457, -1.941722)
C (0.119047, 1.888639, -1.553462)
O (-0.566322, 2.477369, -2.365136)
N (-0.199701, 1.780886, -0.249995)
C (-1.369336, 2.406491, 0.342039)
C (-2.344451, 1.343279, 0.837981)
C (-0.915714, 3.353143, 1.460696)
C (-2.022208, 4.286878, 1.935191)
C (-0.811473, -1.254083, -1.166308)
C (-1.760199, -0.990780, -2.279662)
H (-6.685928, -2.280263, 0.108740)
H (-5.637819, -2.512977, -1.298069)
H (-5.697863, -0.941264, -0.494643)
H (-4.674552, -1.950568, 1.561664)
H (-4.616270, -3.527450, 0.752194)
H (0.372759, -2.132366, 1.775166)
H (2.313456, -0.018380, 1.924440)
H (4.713949, 0.254679, 2.361046)
H (7.375548, -1.471089, 0.456702)
H (7.002847, -0.603338, 1.954461)
H (7.137394, 0.275149, 0.433394)
H (5.608100, -2.019096, -1.133602)
H (3.217117, -2.321316, -1.557147)
H (2.078681, -0.743972, -2.636226)
H (0.470186, -0.276822, -3.219591)
H (1.845298, 1.713891, -2.792865)
H (2.125632, 1.201931, -1.113361)
H (0.375528, 1.224341, 0.363681)
H (-1.832357, 2.986381, -0.463454)
H (-3.234706, 1.810588, 1.247827)
H (-2.642776, 0.695671, 0.018352)
H (-1.883079, 0.731026, 1.610810)
H (-0.548142, 2.761382, 2.302892)
H (-0.084372, 3.953144, 1.082412)
H (-2.832373, 3.731714, 2.399854)
H (-1.630236, 4.988773, 2.667435)
H (-2.425014, 4.852751, 1.098534)
H (-1.773543, 0.068487, -2.539166)
H (-2.757888, -1.290908, -1.979890)
H (-1.479793, -1.557838, -3.168326)

Atoms 1-3, force components in eV/Å:
C 0.46 -0.07 0.11
C -0.42 -0.10 0.36
O 0.13 0.09 -0.22

natural (NBO) atomic charge list, values in e, 5 entries: number 1, C, carries -0.62; number 2, C, carries -0.07; number 3, O, carries -0.53; number 4, C, carries 0.79; number 5, O, carries -0.61

The following is a DFT calculation (wB97M-V/def2-TZVPD) of C22H31AlFO10 as an isolated structure.

For the orbital gap, the calculation gives 6.741 eV. Its total energy is -1951.73394 Ha. Its spin multiplicity is 1. As for the total charge: -1. As for the LUMO energy: 2.41 eV. The value obtained for the maximum force is 0.876 eV/A.

Geometry (Å):
C (-1.851386, -2.326758, 0.524091)
C (-1.451202, -1.274002, -0.462820)
C (-0.568039, -1.564016, -1.503489)
C (-0.163995, -0.569595, -2.378750)
C (-0.633188, 0.727453, -2.263855)
C (-1.521173, 1.023831, -1.237446)
C (-1.935473, 0.039622, -0.331490)
C (-2.859978, 0.476935, 0.777043)
Al (-1.815233, 1.819019, 1.929079)
C (-1.732678, 1.208373, 3.911433)
C (-0.415370, 1.539840, 4.405344)
O (0.450970, 0.814459, 4.773403)
F (-0.155753, 2.884151, 4.397261)
H (-2.912950, -2.296562, 0.761770)
H (-1.574384, -3.339976, 0.226139)
H (-1.325019, -2.139870, 1.464350)
H (-0.200687, -2.574816, -1.617567)
H (0.536859, -0.797985, -3.174581)
H (-0.318403, 1.530438, -2.916558)
H (-1.873403, 2.040846, -1.121466)
H (-3.226662, -0.365873, 1.356638)
H (-3.702206, 0.975233, 0.293169)
H (-0.275571, 1.839049, 1.433789)
H (-2.375773, 3.324127, 1.753794)
H (-1.817140, 0.130979, 4.017013)
H (-2.514267, 1.718295, 4.472335)
C (3.483965, 5.650822, 3.091121)
C (2.431190, 5.137347, 2.140233)
C (2.442100, 3.642226, 1.937759)
O (1.938724, 3.517143, 0.608242)
C (2.221151, 4.649087, -0.059364)
O (2.103760, 4.804461, -1.233907)
O (2.666738, 5.610408, 0.798973)
H (3.382155, 6.727562, 3.232204)
H (3.393978, 5.163599, 4.062010)
H (4.482877, 5.471986, 2.690185)
H (1.440432, 5.481132, 2.447762)
H (1.800875, 3.108301, 2.635884)
H (3.448813, 3.214742, 1.971727)
C (0.852643, -4.207911, 4.491180)
C (-0.299276, -4.800456, 3.717805)
C (-0.304145, -6.311085, 3.638391)
O (-0.958813, -6.551717, 2.387050)
C (-0.751817, -5.457609, 1.602711)
O (-0.997376, -5.397145, 0.443088)
O (-0.224031, -4.447841, 2.330280)
H (0.758096, -3.123611, 4.547249)
H (0.882464, -4.606839, 5.505854)
H (1.798700, -4.422318, 3.992570)
H (-1.249539, -4.425662, 4.108560)
H (-0.853204, -6.781321, 4.451189)
H (0.702984, -6.734021, 3.591499)
C (1.432297, 0.244876, -7.856206)
C (0.060028, -0.094737, -7.327971)
C (-0.487786, 0.889614, -6.317231)
O (-1.331245, 0.064587, -5.513043)
C (-0.855624, -1.201716, -5.579640)
O (-1.202281, -2.096114, -4.887103)
O (0.088025, -1.307057, -6.561634)
H (1.738935, -0.473922, -8.616566)
H (1.441288, 1.241790, -8.297941)
H (2.170914, 0.201247, -7.055397)
H (-0.641897, -0.236042, -8.155826)
H (-1.063381, 1.693560, -6.770792)
H (0.289389, 1.319434, -5.679534)

Atoms 1-3, force components in eV/Å:
C 0.30 -0.16 0.31
C -0.03 0.30 -0.32
C -0.21 0.31 0.25

natural (NBO) atomic charge list, values in e, 5 entries: number 1, C, carries -0.67; number 2, C, carries 0.05; number 3, C, carries -0.22; number 4, C, carries -0.25; number 5, C, carries -0.22